Entry from the OMol25 dataset: a structure of composition C10H22HgN2O8 at a distorted geometry (wB97M-V/def2-TZVPD).

```
43
Properties=species:S:1:pos:R:3:nbo_charge:R:1
Hg 1.407 24.137 -20.162 1.52
C 0.026 27.269 -21.187 0.76
O -1.075 27.444 -20.552 -0.73
O 0.433 26.147 -20.623 -0.93
O -0.471 26.913 -22.347 -0.73
C -1.190 22.901 -20.932 0.74
O -0.404 23.616 -21.696 -0.85
O -0.867 23.569 -19.894 -0.87
O -2.355 23.349 -21.285 -0.72
C 1.747 20.789 -17.133 -0.65
C 1.270 22.009 -17.989 -0.11
C 1.305 23.349 -17.174 -0.06
O 0.954 24.457 -18.006 -0.56
C 1.243 25.694 -17.324 -0.29
N 2.154 22.095 -19.105 -0.84
H 1.159 20.597 -16.233 0.20
H 2.763 20.905 -16.752 0.18
H 1.616 19.899 -17.748 0.20
H 0.260 21.876 -18.381 0.27
H 2.342 23.444 -16.836 0.13
H 0.688 23.342 -16.274 0.18
H 2.319 25.761 -17.148 0.13
H 0.776 25.748 -16.339 0.16
H 0.825 26.470 -17.965 0.27
H 3.079 22.044 -18.689 0.33
H 2.044 21.164 -19.491 0.37
C 5.526 25.827 -20.818 -0.68
C 4.121 25.264 -21.045 -0.10
C 4.036 23.981 -21.909 -0.06
O 2.703 23.474 -22.018 -0.56
C 2.586 22.205 -22.661 -0.27
N 3.508 24.995 -19.752 -0.87
H 6.174 25.101 -20.325 0.19
H 5.387 26.773 -20.296 0.21
H 6.062 26.014 -21.751 0.20
H 3.568 26.086 -21.502 0.24
H 4.640 23.205 -21.430 0.14
H 4.396 24.192 -22.918 0.18
H 3.159 21.462 -22.104 0.14
H 2.817 22.200 -23.728 0.17
H 1.535 21.915 -22.650 0.25
H 4.112 24.243 -19.433 0.33
H 3.772 25.757 -19.138 0.37
```

Its energy above the lowest of the compared OMol25 structures with the same formula, charge and spin is 8.248 eV. As for the total charge: -2. For the total energy, the calculation gives -34243.8564 eV. Its HOMO energy is 2.14 eV. The HOMO-LUMO gap comes out at 1.94 eV.

=====

Entry from the OMol25 dataset: a structure of composition C10H22N2O8Zn at a distorted geometry (wB97M-V/def2-TZVPD).

```
43
Properties=species:S:1:pos:R:3:lowdin_spin:R:1
Zn -0.855 -1.019 2.212 0.00
C -2.172 -2.823 3.590 0.00
O -2.886 -2.528 4.573 0.00
O -0.960 -2.634 3.543 0.00
O -2.680 -2.313 2.569 0.00
C -2.490 1.099 2.590 -0.01
O -1.737 0.701 1.710 0.10
O -3.700 0.743 2.437 0.42
O -2.114 0.393 3.508 0.50
C 2.204 -2.588 1.951 0.00
C 1.883 -1.278 1.239 0.00
C 1.018 -1.521 0.028 0.00
O -0.280 -1.915 0.524 0.00
C -1.274 -2.101 -0.547 0.00
N 1.240 -0.317 2.233 0.00
H 3.018 -2.584 2.675 0.00
H 2.651 -3.220 1.183 0.00
H 1.301 -3.024 2.378 0.00
H 2.786 -0.716 1.003 0.00
H 1.437 -2.377 -0.502 0.00
H 0.966 -0.735 -0.725 0.00
H -1.519 -1.266 -1.204 0.00
H -2.265 -2.445 -0.252 0.00
H -0.874 -2.818 -1.263 0.00
H 1.963 -0.362 2.937 0.00
H 1.462 0.615 1.913 0.00
C -1.447 2.484 -1.684 0.00
C -0.176 1.645 -1.538 0.00
C 0.861 2.177 -2.499 0.00
O 0.591 1.865 -3.814 0.00
C 1.672 2.236 -4.731 0.00
N 0.113 1.805 -0.097 0.00
H -1.836 2.712 -2.676 0.00
H -1.181 3.506 -1.416 0.00
H -2.311 2.024 -1.203 0.00
H -0.389 0.589 -1.705 0.00
H 1.786 1.612 -2.383 0.00
H 1.001 3.244 -2.329 0.00
H 2.574 1.624 -4.716 0.00
H 1.911 3.273 -4.495 0.00
H 1.230 2.078 -5.715 0.00
H 0.051 2.774 0.181 0.00
H -0.574 1.388 0.516 0.00
```

As for the total charge: -1. For the total energy, the calculation gives -78497.5427 eV. The spin multiplicity is 2. Its HOMO energy (spin up / spin down) is -2.07 / -2.07 eV. The HOMO-LUMO gap (spin up / spin down) comes out at 4.25 / 4.24 eV.

=====

Entry from the OMol25 dataset: a cluster of 2 separate species, C10H22N3O8S in total at a distorted geometry (wB97M-V/def2-TZVPD).

```
44
Properties=species:S:1:pos:R:3:nbo_charge:R:1
C 2.904 2.650 1.207 -0.63
C 2.004 1.561 0.357 -0.46
C 1.970 2.046 -1.209 -0.41
C 0.594 1.634 -2.023 -0.42
C 0.191 0.049 -1.920 -0.24
N -0.422 -0.375 -0.604 -0.48
C -0.561 -1.882 -0.650 -0.27
C -0.988 -2.578 0.773 0.07
O -1.052 -4.052 0.514 -0.74
C 0.136 -2.399 1.978 -0.24
N 0.454 -0.960 2.318 -0.88
C -1.730 0.327 -0.308 0.89
O -1.642 1.452 0.453 -0.56
O -3.035 -0.141 -0.799 -0.68
S -4.220 -0.176 0.425 2.10
C -5.361 1.341 0.404 -0.82
O -5.086 -1.467 0.164 -0.86
O -3.677 -0.309 1.867 -0.86
H 3.400 3.402 0.444 0.20
H 3.713 2.130 1.875 0.23
H 2.131 3.258 1.875 0.19
H 0.940 1.462 0.857 0.21
H 2.547 0.500 0.417 0.26
H 2.035 3.236 -1.254 0.19
H 2.960 1.649 -1.711 0.24
H 0.835 1.841 -3.174 0.21
H -0.326 2.357 -1.782 0.21
H 1.101 -0.663 -2.219 0.27
H -0.626 -0.142 -2.768 0.17
H 0.516 -2.321 -0.922 0.24
H -1.253 -2.195 -1.566 0.20
H -2.046 -2.211 1.138 0.20
H -0.441 -4.289 -0.249 0.47
H -0.351 -2.881 2.955 0.19
H 1.122 -3.042 1.784 0.21
H -0.318 -0.300 2.076 0.37
H 1.379 -0.656 1.943 0.39
H -4.962 2.115 -0.382 0.26
H -5.400 1.901 1.450 0.28
H -6.447 0.934 0.166 0.27
N 4.753 -0.701 -0.974 0.71
O 3.847 -1.072 -1.739 -0.58
O 5.858 -0.371 -1.435 -0.55
O 4.554 -0.661 0.251 -0.56
```

Its energy above the lowest of the compared OMol25 structures with the same formula, charge and spin is 3.889 eV. As for the total charge: -1. For the total energy, the calculation gives -42402.9189 eV. Its HOMO energy is -4.72 eV. The HOMO-LUMO gap comes out at 6.07 eV.

=====

Entry from the OMol25 dataset: a structure of composition C10H23BaF6NO19S4 at a distorted geometry (wB97M-V/def2-TZVPD).

```
64
Properties=species:S:1:pos:R:3:lowdin_charge:R:1
Ba -11.767 18.218 24.388 2.04
S -14.976 17.281 26.244 0.37
O -13.595 16.970 25.792 -0.52
O -15.867 17.642 25.094 -0.36
O -15.546 16.163 27.006 -0.37
O -14.860 18.461 27.215 -0.39
S -9.871 15.378 25.528 0.19
O -8.812 16.170 26.257 -0.52
O -11.077 15.217 26.341 -0.41
O -10.201 16.167 24.262 -0.65
O -9.313 14.068 25.096 -0.46
C -11.004 17.402 19.334 -0.65
F -10.327 16.777 18.351 0.09
F -11.259 18.659 18.870 0.07
F -12.172 16.800 19.471 0.14
S -10.049 17.427 20.912 0.45
O -8.718 17.943 20.575 -0.35
O -10.798 18.350 21.766 -0.44
O -10.053 16.060 21.272 -0.24
C -14.254 14.011 21.817 -0.64
F -15.468 14.583 21.951 0.08
F -14.438 12.688 21.978 0.08
F -13.914 14.194 20.516 0.07
S -13.007 14.680 23.029 0.44
O -13.592 14.302 24.278 -0.28
O -11.802 13.975 22.727 -0.28
O -13.027 16.133 22.808 -0.42
C -15.378 19.579 21.311 -0.25
C -14.685 18.504 22.118 -0.28
O -14.469 18.908 23.451 -0.21
O -16.787 19.610 21.551 -0.09
H -15.203 19.382 20.246 0.11
H -14.972 20.585 21.490 0.10
H -13.796 18.112 21.613 0.10
H -15.369 17.643 22.130 0.13
H -15.060 18.324 24.045 0.00
H -16.901 19.414 22.490 0.08
C -13.461 21.163 26.532 -0.28
C -14.833 21.295 25.948 -0.28
O -15.801 20.662 26.773 -0.13
O -12.931 19.880 26.317 -0.24
H -13.486 21.406 27.601 0.11
H -12.773 21.845 26.010 0.10
H -14.904 20.932 24.919 0.10
H -15.112 22.363 25.952 0.10
H -15.483 19.727 26.925 -0.03
H -13.597 19.238 26.740 0.02
C -7.496 20.531 23.205 -0.07
C -8.897 20.390 23.830 -0.41
C -9.940 21.024 22.899 -0.23
O -11.271 20.874 23.365 -0.28
C -12.193 21.284 22.381 -0.11
N -9.144 18.961 24.108 -0.06
H -7.343 21.490 22.692 0.06
H -7.361 19.778 22.422 0.07
H -6.745 20.299 23.962 0.07
H -8.925 20.967 24.764 0.13
H -9.823 20.536 21.922 0.12
H -9.671 22.090 22.819 0.12
H -12.351 20.455 21.679 0.09
H -11.879 22.171 21.818 0.08
H -13.148 21.470 22.875 0.08
H -8.470 18.577 24.773 0.09
H -8.846 18.484 23.256 0.06
```

Its energy above the lowest of the compared OMol25 structures with the same formula, charge and spin is 0.000 eV. As for the total charge: -4. For the total energy, the calculation gives -111474.4149 eV. Its HOMO energy is 3.71 eV. The HOMO-LUMO gap comes out at 3.29 eV.

=====

Entry from the OMol25 dataset: a structure of composition C10H23BeN4O3PS3 (wB97M-V/def2-TZVPD).

```
45
Properties=species:S:1:pos:R:3:lowdin_spin:R:1
Be -0.839 1.760 -1.790 0.00
C 3.668 2.691 3.928 0.00
C 2.642 1.728 3.373 0.00
O 2.956 1.457 2.001 0.00
P 1.874 1.812 0.864 0.00
S 2.661 1.434 -0.895 0.00
S 0.103 0.950 1.298 0.00
O 1.742 3.385 1.151 0.00
C 0.813 4.181 0.395 0.00
C 1.575 5.215 -0.401 0.00
H 3.477 2.880 4.987 0.00
H 3.617 3.635 3.386 0.00
H 4.674 2.284 3.822 0.00
H 1.634 2.136 3.452 0.00
H 2.659 0.771 3.899 0.00
H 0.140 4.640 1.123 0.00
H 0.213 3.563 -0.271 0.00
H 2.173 5.859 0.247 0.00
H 0.865 5.826 -0.962 0.00
H 2.236 4.720 -1.113 0.00
O -1.164 3.048 -2.044 0.00
S -3.871 -1.058 -2.203 0.01
C -3.516 -2.622 -1.620 0.05
N -3.513 -2.743 -0.223 0.18
C -3.046 -3.873 0.444 0.28
C -2.632 -4.927 -0.342 0.04
C -2.708 -4.795 -1.726 0.25
N -3.148 -3.652 -2.361 0.14
H -3.818 -1.922 0.272 0.00
H -3.096 -3.875 1.521 0.02
H -2.312 -5.856 0.116 -0.01
H -2.448 -5.619 -2.381 0.02
N 0.111 -3.200 -0.617 0.01
C -0.475 -2.240 -1.610 0.00
C 0.161 -0.884 -1.504 0.00
N -0.794 0.090 -2.053 0.00
H -0.489 -4.038 -0.648 0.01
H 0.040 -2.784 0.315 0.00
H 1.086 -3.429 -0.798 0.00
H -1.499 -2.166 -1.285 0.00
H -0.461 -2.719 -2.587 0.00
H 1.132 -0.832 -2.000 0.00
H 0.312 -0.623 -0.453 0.00
H -1.736 -0.117 -1.671 0.00
H -1.003 -0.090 -3.035 0.00
```

Its energy above the lowest of the compared OMol25 structures with the same formula, charge and spin is 1.176 eV. As for the total charge: -1. For the total energy, the calculation gives -65045.5912 eV. The spin multiplicity is 2. Its HOMO energy (spin up / spin down) is -3.70 / -4.54 eV. The HOMO-LUMO gap (spin up / spin down) comes out at 5.31 / 6.09 eV.

=====

no.,molecular weight (g mol⁻¹)
1,498.9
2,363.7
3,344.4
4,840.9
5,383.5